1.
A 2-piece molecular cluster, C16H11BCl3F3NO overall in a non-equilibrium geometry. Source: the OMol25 dataset; level of theory: the ωB97M-V functional and the def2-TZVPD basis.

ORCA input file:
```
! RIJCOSX wB97M-V def2-TZVPD def2/J DEFGRID3
* xyz -1 1
F 4.81 1.75 -2.95
C 4.50 0.58 -2.31
F 5.19 -0.42 -2.94
F 4.99 0.67 -1.03
C 3.02 0.32 -2.30
C 2.56 -0.99 -2.28
C 1.20 -1.22 -2.20
C 0.27 -0.15 -2.11
C -1.11 -0.41 -1.96
C -2.05 0.61 -2.06
N -2.90 1.41 -2.25
C 0.78 1.18 -2.23
C 2.15 1.40 -2.29
H 3.27 -1.80 -2.31
H 0.81 -2.24 -2.20
H -1.47 -1.45 -1.90
H 0.09 2.03 -2.27
H 2.58 2.40 -2.32
Cl -0.57 -4.71 1.79
B -1.98 -3.59 1.39
Cl -2.45 -3.63 -0.43
Cl -3.51 -4.01 2.37
O -1.50 -2.20 1.70
C -2.18 -1.12 1.59
C -1.70 0.11 2.12
C -2.56 1.23 2.12
C -2.12 2.44 2.60
C -0.83 2.55 3.15
C 0.00 1.41 3.25
C -0.44 0.19 2.77
H -3.18 -1.14 1.16
H -3.58 1.14 1.71
H -2.77 3.33 2.54
H -0.48 3.51 3.51
H 0.99 1.52 3.70
H 0.16 -0.71 2.86
*
```

Calculated values
Lowest unoccupied orbital energy ... 0.479 eV
Energy relative to the best compared isomer or geometry (same formula, charge and spin) ... 0.0 kcal/mol
Max |F| ... 2.1 eV/A
Gap between HOMO and LUMO ... 3.7 eV

---

2.
One molecule with the formula C16H11ClN2O3. Source: the OMol25 dataset; level of theory: the ωB97M-V functional and the def2-TZVPD basis.

ORCA input file:
```
! RIJCOSX wB97M-V def2-TZVPD def2/J DEFGRID3
* xyz 0 1
O -1.03 -0.33 0.94
C -0.99 0.57 0.15
C -1.65 1.93 0.40
C -1.39 2.37 1.82
C -2.00 1.72 2.88
C -1.75 2.09 4.18
C -0.88 3.14 4.43
Cl -0.56 3.63 6.06
C -0.25 3.81 3.38
C -0.51 3.41 2.08
N -0.39 0.50 -1.09
C 0.26 -0.58 -1.67
C 0.72 -0.42 -2.98
C 1.38 -1.43 -3.65
C 1.58 -2.63 -2.99
C 1.13 -2.79 -1.67
C 0.47 -1.79 -1.00
C 1.49 -4.17 -1.23
O 1.29 -4.72 -0.18
N 2.14 -4.73 -2.32
C 2.24 -3.88 -3.42
O 2.76 -4.16 -4.46
H -2.72 1.79 0.25
H -1.29 2.68 -0.30
H -2.67 0.90 2.68
H -2.22 1.58 5.00
H 0.43 4.62 3.59
H -0.02 3.93 1.27
H -0.45 1.32 -1.68
H 0.55 0.52 -3.49
H 1.73 -1.30 -4.67
H 0.12 -1.93 0.01
H 2.51 -5.67 -2.32
*
```

Calculated values
Lowest unoccupied orbital energy ... -0.456 eV
SMILES ... O=C(Cc1ccc(Cl)cc1)Nc1ccc2c(c1)C(=O)NC2=O
Energy relative to the best compared isomer or geometry (same formula, charge and spin) ... 0.0 kcal/mol
Max |F| ... 0.9 eV/A
Gap between HOMO and LUMO ... 8.7 eV

---

3.
C16H12AuBrN5O5S as an isolated structure. Source: the OMol25 dataset; level of theory: the ωB97M-V functional and the def2-TZVPD basis.

ORCA input file:
```
! RIJCOSX wB97M-V def2-TZVPD def2/J DEFGRID3
* xyz -1 1
Au 0.50 -1.03 -0.10
O 2.70 0.06 -2.50
C 3.06 0.10 -1.35
N 2.26 0.00 -0.23
S 3.08 0.17 1.18
O 2.71 1.39 1.84
O 3.09 -1.03 1.96
C 4.67 0.38 0.41
C 5.91 0.54 0.99
C 7.01 0.62 0.13
C 6.84 0.55 -1.25
C 5.58 0.39 -1.81
C 4.50 0.31 -0.95
H 6.03 0.59 2.06
H 8.00 0.75 0.55
H 7.71 0.61 -1.89
H 5.42 0.32 -2.88
Br -6.01 -6.88 1.24
C -4.72 -5.60 0.66
C -4.12 -4.78 1.60
C -3.17 -3.85 1.17
C -2.85 -3.74 -0.17
C -3.47 -4.58 -1.09
C -4.41 -5.51 -0.68
C -1.78 -2.77 -0.66
O -1.56 -2.69 -1.86
O -1.20 -2.13 0.30
H -4.38 -4.87 2.65
H -2.67 -3.20 1.88
H -3.19 -4.47 -2.14
H -4.90 -6.17 -1.40
N -3.55 5.19 -0.66
C -2.87 4.09 -0.22
N -2.31 4.18 1.01
N -2.79 3.05 -0.99
C -2.23 1.97 -0.44
N -1.73 1.05 0.04
H -3.26 6.09 -0.31
H -3.79 5.16 -1.64
H -2.64 4.86 1.67
H -1.92 3.33 1.39
*
```

Calculated values
Lowest unoccupied orbital energy ... 2.205 eV
Energy relative to the best compared isomer or geometry (same formula, charge and spin) ... 17.8 kcal/mol
Max |F| ... 0.4 eV/A
Gap between HOMO and LUMO ... 7.7 eV

---

4.
C16H12AuN3O2Se3Te as an isolated structure. Source: the OMol25 dataset; level of theory: the ωB97M-V functional and the def2-TZVPD basis.

ORCA input file:
```
! RIJCOSX wB97M-V def2-TZVPD def2/J DEFGRID3
* xyz -2 1
Au -1.62 2.34 -3.96
C -2.01 -4.33 2.49
O -1.13 -4.05 1.44
C -0.21 -3.05 1.66
C -0.02 -2.41 2.87
C 0.96 -1.42 2.97
C 1.73 -1.03 1.88
C 1.53 -1.70 0.67
C 0.58 -2.70 0.56
N 2.81 -0.14 2.11
N 3.19 0.71 1.24
C 2.47 1.12 0.14
C 3.27 1.51 -0.95
C 2.78 1.80 -2.19
C 1.37 1.79 -2.46
O 0.88 1.98 -3.58
C 0.50 1.59 -1.27
N -0.81 1.79 -1.48
C -1.64 1.72 -0.47
C -1.21 1.48 0.84
C 0.13 1.26 1.07
C 1.04 1.27 -0.01
H -2.70 -5.09 2.12
H -2.59 -3.45 2.78
H -1.49 -4.72 3.37
H -0.61 -2.66 3.74
H 1.13 -0.93 3.92
H 2.11 -1.43 -0.20
H 0.41 -3.21 -0.38
H 4.34 1.51 -0.77
H 3.43 2.04 -3.02
H -2.69 1.90 -0.70
H -1.92 1.49 1.66
H 0.48 1.11 2.08
Se -3.49 1.18 -5.04
Se -5.10 2.80 -4.43
Te -3.98 4.98 -5.05
Se -1.92 4.93 -3.63
*
```

Calculated values
Lowest unoccupied orbital energy ... 3.932 eV
Energy relative to the best compared isomer or geometry (same formula, charge and spin) ... 0.0 kcal/mol
Max |F| ... 0.1 eV/A
Gap between HOMO and LUMO ... 4.8 eV

---

5.
One molecule with the formula C16H12BNO3 in a non-equilibrium geometry. Source: the OMol25 dataset; level of theory: the ωB97M-V functional and the def2-TZVPD basis.

ORCA input file:
```
! RIJCOSX wB97M-V def2-TZVPD def2/J DEFGRID3
* xyz 0 1
N -3.83 -1.92 -4.59
C -2.68 -1.99 -4.43
C -1.31 -2.08 -4.21
C -0.52 -2.95 -4.92
C 0.83 -3.02 -4.71
C 1.43 -2.20 -3.76
C 0.66 -1.33 -3.01
C 1.28 -0.50 -1.98
C 0.73 -0.02 -0.85
C 1.55 0.65 0.12
O 2.70 0.92 -0.14
C 0.92 1.01 1.43
C 1.60 1.90 2.25
C 1.06 2.27 3.45
C -0.15 1.71 3.89
B -0.95 2.15 5.17
O -1.75 3.30 5.05
O -0.98 1.43 6.33
C -0.86 0.83 3.06
C -0.32 0.48 1.84
C -0.72 -1.29 -3.24
H -0.98 -3.54 -5.73
H 1.43 -3.67 -5.37
H 2.51 -2.22 -3.60
H 2.35 -0.36 -2.06
H -0.32 -0.02 -0.68
H 2.54 2.33 1.90
H 1.59 2.99 4.09
H -2.29 3.73 5.73
H -1.59 1.83 6.98
H -1.78 0.40 3.45
H -0.87 -0.27 1.26
H -1.29 -0.57 -2.70
*
```

Calculated values
Lowest unoccupied orbital energy ... -0.687 eV
SMILES ... N#Cc1cccc(/C=C/C(=O)c2ccc(B(O)O)cc2)c1
Energy relative to the best compared isomer or geometry (same formula, charge and spin) ... 0.0 kcal/mol
Max |F| ... 2.5 eV/A
Gap between HOMO and LUMO ... 8.6 eV

---

6.
C16H12BaCl2N5O7S2 as an isolated structure. Source: the OMol25 dataset; level of theory: the ωB97M-V functional and the def2-TZVPD basis.

ORCA input file:
```
! RIJCOSX wB97M-V def2-TZVPD def2/J DEFGRID3
* xyz -1 1
Ba 0.62 -0.74 -1.29
C -1.73 1.37 -7.01
S -0.16 0.55 -6.71
C -0.09 0.51 -4.94
S 1.33 -0.28 -4.35
N -1.05 1.11 -4.32
N -0.99 1.00 -2.94
C -1.45 2.03 -2.33
C -1.51 2.10 -0.86
C -1.60 3.34 -0.24
C -1.59 3.40 1.15
C -1.51 2.22 1.87
C -1.43 1.03 1.16
N -1.43 0.96 -0.17
H -1.86 1.41 -8.09
H -1.72 2.38 -6.61
H -2.55 0.82 -6.56
H -1.79 2.89 -2.91
H -1.65 4.24 -0.84
H -1.64 4.35 1.65
H -1.48 2.22 2.95
H -1.34 0.08 1.68
Cl -2.55 -2.12 -1.28
C -1.64 -3.58 -1.72
Cl -0.67 -3.28 -3.18
H -2.35 -4.37 -1.93
H -0.97 -3.80 -0.90
O 2.49 -2.38 -0.17
C 1.60 -2.39 0.70
O 0.38 -2.65 0.47
C 1.89 -1.80 2.06
C 2.20 -2.51 3.18
C 2.31 -1.84 4.41
C 2.07 -0.49 4.51
C 1.79 0.23 3.36
C 1.70 -0.37 2.07
O 1.38 0.24 1.01
N 1.51 1.65 3.53
O 1.86 2.42 2.65
O 0.97 2.01 4.57
N 2.64 -2.59 5.61
O 2.73 -1.98 6.67
O 2.84 -3.79 5.50
H 2.35 -3.58 3.15
H 2.11 0.01 5.47
*
```

Calculated values
Lowest unoccupied orbital energy ... 1.990 eV
Energy relative to the best compared isomer or geometry (same formula, charge and spin) ... 0.5 kcal/mol
Max |F| ... 0.7 eV/A
Gap between HOMO and LUMO ... 7.6 eV

---

7.
C16H12BrN3O3S2V as an isolated structure in a non-equilibrium geometry. Source: the OMol25 dataset; level of theory: the ωB97M-V functional and the def2-TZVPD basis.

ORCA input file:
```
! RIJCOSX wB97M-V def2-TZVPD def2/J DEFGRID3
* xyz 0 2
V 0.11 0.37 -0.84
C -1.66 5.53 -0.17
S -2.72 4.08 -0.43
C -1.53 2.81 -0.51
S -2.07 1.26 -1.00
N -0.30 3.11 -0.23
N 0.57 2.10 -0.38
C 1.85 2.37 -0.23
C 2.72 1.28 -0.48
C 4.13 1.33 -0.46
C 4.85 0.21 -0.79
C 4.16 -0.96 -1.13
C 2.78 -0.95 -1.10
N 2.07 0.13 -0.80
H -2.32 6.37 0.02
H -1.08 5.70 -1.07
H -1.01 5.35 0.67
H 2.19 3.37 0.02
H 4.63 2.25 -0.19
H 5.93 0.21 -0.77
H 4.69 -1.85 -1.40
H 2.21 -1.85 -1.33
O -0.91 -1.34 1.39
C -0.45 -0.93 0.38
Br -3.01 -0.34 -7.02
C -2.45 -0.99 -5.33
C -1.38 -0.38 -4.69
C -0.99 -0.83 -3.44
C -1.66 -1.89 -2.83
C -2.71 -2.52 -3.52
C -3.11 -2.07 -4.76
C -1.42 -2.29 -1.43
O -2.00 -3.15 -0.82
O -0.40 -1.54 -0.87
H -0.87 0.45 -5.16
H -0.13 -0.34 -2.96
H -3.21 -3.35 -3.04
H -3.94 -2.53 -5.26
*
```

Calculated values
Lowest unoccupied orbital energy (alpha / beta) ... -0.921 / -0.979 eV
Energy relative to the best compared isomer or geometry (same formula, charge and spin) ... 46.6 kcal/mol
Max |F| ... 4.9 eV/A
Gap between HOMO and LUMO (alpha / beta) ... 5.9 / 5.9 eV

---

8.
C16H12FN10O4Pd as an isolated structure in a non-equilibrium geometry. Source: the OMol25 dataset; level of theory: the ωB97M-V functional and the def2-TZVPD basis.

ORCA input file:
```
! RIJCOSX wB97M-V def2-TZVPD def2/J DEFGRID3
* xyz -1 5
Pd -1.69 0.41 0.23
N -3.82 -2.41 0.95
C -4.21 -1.15 1.28
N -5.39 -0.86 1.88
N -5.39 0.48 2.02
N -4.24 0.98 1.52
N -3.47 -0.04 1.04
C -2.61 -2.59 0.34
N -2.13 -3.81 -0.02
N -0.92 -3.54 -0.58
N -0.69 -2.21 -0.54
N -1.76 -1.59 0.04
H -4.40 -3.19 1.15
F 2.10 4.97 0.25
C 0.96 4.27 0.40
C 0.58 3.85 1.67
C -0.60 3.13 1.83
C -1.40 2.83 0.72
C -2.67 2.14 0.89
C -1.01 3.26 -0.55
C 0.18 3.98 -0.71
H 1.20 4.09 2.53
H -0.90 2.81 2.82
H -3.51 2.36 0.20
H -3.08 1.95 1.90
H -1.62 3.05 -1.43
H 0.50 4.32 -1.69
O 0.63 -1.01 1.39
C 0.74 -0.82 0.14
O -0.10 -0.24 -0.61
C 2.00 -1.35 -0.52
C 2.99 -2.00 0.24
C 4.16 -2.48 -0.36
C 4.34 -2.31 -1.74
C 3.37 -1.66 -2.51
C 2.21 -1.18 -1.90
N 5.56 -2.81 -2.37
O 6.40 -3.38 -1.66
O 5.70 -2.64 -3.60
H 2.84 -2.13 1.31
H 4.90 -2.99 0.26
H 3.50 -1.52 -3.58
H 1.45 -0.68 -2.49
H -0.70 1.74 -0.11
*
```

Calculated values
Lowest unoccupied orbital energy (alpha / beta) ... 1.155 / -1.782 eV
Max |F| ... 8.2 eV/A
Gap between HOMO and LUMO (alpha / beta) ... 2.5 / 3.5 eV

---

9.
C16H12GaN3O9P2 as an isolated structure. Source: the OMol25 dataset; level of theory: the ωB97M-V functional and the def2-TZVPD basis.

ORCA input file:
```
! RIJCOSX wB97M-V def2-TZVPD def2/J DEFGRID3
* xyz 0 1
Ga 0.01 0.11 0.19
O -4.43 -4.64 -1.86
C -4.45 -3.47 -2.27
O -5.17 -2.85 -3.07
C -3.35 -2.58 -1.63
C -2.32 -3.16 -0.89
C -1.41 -2.34 -0.27
N -1.54 -1.02 -0.35
C -2.52 -0.43 -1.02
C -3.45 -1.20 -1.70
C -2.49 1.05 -0.90
C -3.46 1.88 -1.42
C -3.38 3.24 -1.16
C -2.36 3.72 -0.37
C -1.41 2.84 0.11
N -1.48 1.53 -0.16
C -0.23 -2.76 0.54
C 0.08 -4.07 0.83
C 1.18 -4.32 1.65
C 1.92 -3.27 2.15
C 1.55 -1.98 1.80
N 0.50 -1.74 1.02
H -2.31 -4.24 -0.81
H -4.25 -0.78 -2.29
H -4.26 1.46 -2.02
H -4.13 3.91 -1.57
H -2.28 4.78 -0.14
H -0.56 3.17 0.69
H -0.52 -4.87 0.43
H 1.44 -5.34 1.89
H 2.77 -3.43 2.79
H 2.10 -1.11 2.14
O 2.98 -1.36 -1.18
P 2.52 0.14 -1.53
O 3.11 0.66 -2.76
O 0.97 0.09 -1.40
O 3.02 0.92 -0.18
P 2.12 1.97 0.65
O 3.10 2.44 1.80
O 1.55 3.04 -0.17
O 1.08 1.06 1.40
H 3.75 -1.59 -1.71
H 3.43 3.33 1.62
*
```

Calculated values
Lowest unoccupied orbital energy ... -1.699 eV
Max |F| ... 0.3 eV/A
Gap between HOMO and LUMO ... 6.7 eV

---

10.
C16H12IN2O8S4SbW as an isolated structure in a non-equilibrium geometry. Source: the OMol25 dataset; level of theory: the ωB97M-V functional and the def2-TZVPD basis.

ORCA input file:
```
! RIJCOSX wB97M-V def2-TZVPD def2/J DEFGRID3
* xyz -2 3
W 0.71 -0.64 -1.31
C -3.38 -1.44 -2.67
C -3.34 -0.74 -1.34
N -4.45 -0.72 -0.59
C -4.38 -0.08 0.58
C -3.26 0.52 1.09
C -3.31 1.20 2.43
O -3.18 2.63 2.35
C -2.05 0.48 0.33
C -0.83 0.97 0.84
N 0.41 0.91 0.25
C 1.46 1.03 1.19
C 1.45 0.24 2.35
C 2.49 0.27 3.26
C 3.58 1.10 3.04
C 3.60 1.90 1.91
C 2.55 1.87 1.00
I 2.63 3.23 -0.58
C -2.17 -0.14 -0.93
O -1.11 -0.09 -1.77
H -4.34 -1.93 -2.79
H -2.57 -2.18 -2.74
H -3.22 -0.73 -3.49
H -5.30 -0.05 1.16
H -2.54 0.81 3.10
H -4.28 1.02 2.89
H -2.52 2.81 1.66
H -0.84 1.40 1.84
H 0.63 -0.45 2.49
H 2.46 -0.38 4.12
H 4.42 1.11 3.72
H 4.44 2.56 1.72
O 2.14 1.62 -4.34
C 1.95 1.01 -3.32
O 0.91 1.04 -2.54
C 3.05 0.08 -2.70
O 4.08 -0.25 -3.17
O 2.63 -0.25 -1.42
S 1.42 -5.40 -2.39
Sb 2.43 -3.40 -2.22
S 2.45 -2.62 0.63
S 0.97 -1.79 -3.49
S 4.39 -2.46 0.77
O -0.11 -1.63 0.12
O -0.03 -2.41 -1.05
*
```

Calculated values
Lowest unoccupied orbital energy (alpha / beta) ... 3.658 / 3.555 eV
Energy relative to the best compared isomer or geometry (same formula, charge and spin) ... 32.6 kcal/mol
Max |F| ... 2.0 eV/A
Gap between HOMO and LUMO (alpha / beta) ... 5.1 / 5.5 eV

---

11.
C16H13B2Cl2F7N4O2S3V as an isolated structure. Source: the OMol25 dataset; level of theory: the ωB97M-V functional and the def2-TZVPD basis.

ORCA input file:
```
! RIJCOSX wB97M-V def2-TZVPD def2/J DEFGRID3
* xyz -2 4
V -0.57 -0.15 0.33
C 1.94 2.20 2.84
N 1.21 1.25 3.66
C 0.63 1.52 4.88
C 0.07 0.36 5.30
N 0.31 -0.61 4.35
B -0.14 -2.09 4.66
N -0.24 -2.93 3.36
C 0.58 -4.00 3.08
C 0.35 -4.38 1.81
N -0.63 -3.54 1.31
C -1.06 -3.51 -0.07
C -0.97 -2.65 2.27
S -2.09 -1.37 2.08
C 0.99 -0.06 3.34
S 1.53 -0.74 1.86
H 2.28 3.01 3.49
H 1.30 2.60 2.05
H 2.79 1.70 2.38
H 0.65 2.50 5.32
H -0.50 0.14 6.18
H 0.70 -2.62 5.36
H -1.21 -2.02 5.23
H 1.28 -4.37 3.81
H 0.80 -5.15 1.20
H -1.13 -4.53 -0.45
H -0.35 -2.95 -0.69
H -2.02 -3.01 -0.14
F 0.43 1.03 -6.36
C -0.23 0.71 -5.23
C -0.24 -0.59 -4.77
F 0.41 -1.54 -5.46
C -0.92 -0.91 -3.61
F -0.90 -2.19 -3.23
C -1.62 0.04 -2.86
S -2.46 -0.38 -1.38
C -1.59 1.34 -3.36
F -2.22 2.33 -2.72
C -0.91 1.68 -4.52
F -0.90 2.95 -4.95
Cl 1.71 2.60 -2.40
C 2.16 1.54 -1.04
Cl 3.83 1.90 -0.52
C 1.98 0.07 -1.49
O 2.88 -0.49 -2.09
O 0.83 -0.38 -1.19
H 1.50 1.79 -0.22
F -2.09 2.35 1.77
B -1.05 1.97 0.97
F -0.40 3.12 0.57
*
```

Calculated values
Lowest unoccupied orbital energy (alpha / beta) ... 4.632 / 4.634 eV
Energy relative to the best compared isomer or geometry (same formula, charge and spin) ... 0.0 kcal/mol
Max |F| ... 0.1 eV/A
Gap between HOMO and LUMO (alpha / beta) ... 6.0 / 6.6 eV

---

12.
One molecule with the formula C16H13BN2O7S3 in a non-equilibrium geometry. Source: the OMol25 dataset; level of theory: the ωB97M-V functional and the def2-TZVPD basis.

ORCA input file:
```
! RIJCOSX wB97M-V def2-TZVPD def2/J DEFGRID3
* xyz 0 1
O -0.78 -2.81 -0.82
S 0.53 -3.41 -1.16
O 0.86 -4.76 -0.61
O 0.86 -3.60 -2.69
C 1.75 -2.24 -0.59
C 2.27 -1.18 -1.22
C 3.23 -0.49 -0.44
S 4.12 1.03 -0.97
O 3.79 1.27 -2.43
O 5.46 1.02 -0.27
C 3.11 2.11 0.11
C 3.58 3.22 0.78
C 2.73 3.98 1.57
C 1.41 3.60 1.76
C 0.94 2.48 1.10
N -0.38 2.10 1.11
N -0.71 1.00 0.68
C -2.04 0.68 0.63
C -3.03 1.69 0.66
C -4.36 1.42 0.35
C -4.69 0.10 0.07
C -3.74 -0.87 -0.06
B -4.36 -2.26 -0.36
O -3.54 -3.34 -0.60
O -5.70 -2.51 -0.21
C -2.42 -0.58 0.21
C 1.78 1.75 0.28
C 3.46 -1.04 0.78
S 2.46 -2.40 1.00
H 0.96 -4.56 -2.82
H 2.03 -0.96 -2.25
H 4.65 3.46 0.69
H 3.09 4.89 1.98
H 0.72 4.18 2.32
H -2.76 2.71 0.79
H -5.09 2.21 0.29
H -5.72 -0.18 -0.13
H -2.59 -3.13 -0.65
H -5.79 -3.46 -0.21
H -1.62 -1.27 -0.02
H 1.39 0.84 -0.15
H 4.15 -0.70 1.50
*
```

Calculated values
Lowest unoccupied orbital energy ... -0.831 eV
SMILES ... O=S(=O)(O)c1cc(S(=O)(=O)c2cccc(/N=N/c3cccc(B(O)O)c3)c2)cs1
Max |F| ... 4.2 eV/A
Gap between HOMO and LUMO ... 7.9 eV